Entry from the Open Molecules 2025 dataset: C39H50N2O5P2PtS3Si2 as an isolated structure (ωB97M-V/def2-TZVPD).

Geometry as ORCA input:
```
! wB97M-V def2-TZVPD RIJCOSX def2/J DEFGRID3
* xyz 0 5
Pt -0.039 0.598 0.414
C -5.003 2.088 0.217
Si -3.250 2.360 0.845
C -3.306 2.125 2.703
C -2.716 4.082 0.359
N -2.178 1.171 0.147
P -2.341 0.371 -1.236
C -0.785 -0.429 -1.281
P -0.092 -1.633 -2.380
N 0.713 -2.741 -1.662
Si 1.967 -3.776 -2.170
C 1.673 -4.450 -3.906
C 2.038 -5.254 -0.998
C 3.627 -2.871 -2.184
C -1.483 -2.262 -3.369
C -2.098 -1.518 -4.376
C -3.136 -2.064 -5.116
C -3.590 -3.346 -4.835
C -3.001 -4.081 -3.815
C -1.942 -3.546 -3.094
C 0.926 -0.615 -3.500
C 1.859 0.211 -2.867
C 2.761 0.957 -3.608
C 2.752 0.876 -4.995
C 1.853 0.033 -5.631
C 0.948 -0.715 -4.888
C -2.520 1.445 -2.677
C -1.339 2.046 -3.122
C -1.361 2.958 -4.164
C -2.568 3.293 -4.765
C -3.749 2.720 -4.313
C -3.727 1.803 -3.272
C -3.708 -0.811 -1.109
C -3.760 -1.472 0.123
C -4.755 -2.399 0.384
C -5.718 -2.672 -0.579
C -5.662 -2.034 -1.809
C -4.657 -1.116 -2.077
H -5.650 2.864 0.639
H -5.078 2.166 -0.871
H -5.406 1.116 0.514
H -4.153 2.674 3.125
H -3.470 1.070 2.956
H -2.396 2.481 3.190
H -3.441 4.826 0.703
H -1.741 4.327 0.782
H -2.652 4.159 -0.731
H 0.654 -4.835 -4.013
H 1.827 -3.684 -4.671
H 2.363 -5.275 -4.118
H 3.063 -5.520 -0.724
H 1.481 -5.038 -0.083
H 1.583 -6.134 -1.461
H 3.927 -2.627 -3.208
H 3.553 -1.928 -1.634
H 4.432 -3.457 -1.730
H -1.771 -0.505 -4.585
H -3.597 -1.485 -5.908
H -4.403 -3.772 -5.409
H -3.356 -5.078 -3.589
H -1.454 -4.121 -2.314
H 1.883 0.256 -1.784
H 3.476 1.595 -3.102
H 3.456 1.458 -5.578
H 1.857 -0.051 -6.711
H 0.272 -1.387 -5.400
H -0.397 1.794 -2.652
H -0.436 3.407 -4.503
H -2.588 4.007 -5.579
H -4.694 2.991 -4.766
H -4.665 1.397 -2.916
H -3.020 -1.249 0.884
H -4.780 -2.904 1.342
H -6.505 -3.387 -0.374
H -6.397 -2.257 -2.572
H -4.606 -0.673 -3.062
O -0.288 2.924 2.224
S 1.160 2.829 2.185
O 1.673 1.638 2.839
O 1.907 4.036 2.351
S 1.412 2.288 0.036
O -0.741 -0.184 2.749
H 0.029 0.315 3.083
H -1.463 0.457 2.824
C 8.213 -2.548 0.928
C 6.718 -2.410 1.019
C 6.098 -1.177 0.847
C 4.718 -1.048 0.922
C 3.955 -2.172 1.175
C 4.544 -3.418 1.342
C 5.922 -3.528 1.270
S 2.176 -2.044 1.229
C 2.006 -1.953 3.018
O 1.912 -0.643 0.723
H 8.687 -1.587 0.731
H 8.494 -3.235 0.127
H 8.626 -2.944 1.858
H 6.702 -0.300 0.647
H 4.228 -0.092 0.782
H 3.933 -4.300 1.507
H 6.388 -4.499 1.399
H 2.306 -2.918 3.429
H 0.949 -1.787 3.225
H 2.622 -1.144 3.408
*
```

## Properties
Total energy (a.u.): -4577.4389
HOMO-LUMO gap (alpha / beta) (eV): 7.7 / 6.4
Expectation value of S²: 6.017


Entry from the Open Molecules 2025 dataset: a 9-piece molecular cluster, C27H79O34P7S2 overall (ωB97M-V/def2-TZVPD).

Geometry as ORCA input:
```
! wB97M-V def2-TZVPD RIJCOSX def2/J DEFGRID3
* xyz -1 2
O 5.657 -0.611 1.033
S 5.401 0.783 1.462
O 4.394 1.066 2.528
O 6.883 1.502 1.857
C 8.051 1.078 1.161
C 8.873 0.169 2.083
C 5.019 1.834 0.045
H 8.609 2.003 1.015
H 7.810 0.660 0.184
H 9.308 0.749 2.898
H 9.797 -0.225 1.661
H 8.336 -0.638 2.581
H 5.704 1.683 -0.789
H 5.071 2.874 0.368
H 4.009 1.600 -0.291
O -4.859 1.037 -0.723
S -4.970 2.377 -1.307
O -6.217 2.935 -1.765
O -4.437 3.484 -0.177
C -3.323 3.061 0.672
C -3.992 2.517 1.947
C -3.675 2.697 -2.585
H -2.967 4.047 0.970
H -2.515 2.441 0.286
H -3.288 2.368 2.766
H -4.346 1.521 1.679
H -4.820 3.136 2.292
H -3.089 1.778 -2.613
H -3.299 3.715 -2.482
H -4.187 2.686 -3.547
C 1.860 -6.015 4.197
O 2.498 -6.025 2.912
P 3.690 -4.997 2.384
O 5.076 -5.439 2.693
O 3.292 -4.789 0.835
C 3.970 -4.067 -0.149
O 3.311 -3.626 3.094
C 4.344 -2.685 3.422
H 2.019 -7.011 4.613
H 0.796 -5.787 4.142
H 2.409 -5.305 4.815
H 3.343 -3.229 -0.454
H 4.023 -4.693 -1.040
H 4.934 -3.689 0.194
H 5.231 -3.015 2.881
H 4.526 -2.526 4.485
H 4.167 -1.708 2.972
C 2.063 -1.285 1.296
O 0.825 -0.954 0.761
P 0.715 -0.017 -0.576
O 1.632 1.144 -0.658
O 0.926 -1.078 -1.772
C 0.501 -2.449 -1.622
O -0.890 0.299 -0.763
C -1.816 -0.534 -0.224
H 2.208 -0.946 2.322
H 2.890 -1.031 0.633
H 2.062 -2.373 1.238
H -0.478 -2.525 -2.094
H 0.686 -2.892 -0.644
H 1.136 -2.964 -2.343
H -2.700 -0.533 -0.862
H -2.179 -0.271 0.770
H -1.550 -1.589 -0.151
C 1.845 1.198 5.014
O 0.577 0.812 5.572
P -0.561 0.167 4.587
O -1.122 1.175 3.640
O 0.127 -1.097 3.889
C 0.538 -2.162 4.702
O -1.603 -0.551 5.603
C -2.931 -0.772 5.242
H 1.807 1.003 3.942
H 2.720 0.697 5.429
H 2.055 2.250 5.208
H 0.414 -1.969 5.767
H 1.570 -2.444 4.493
H 0.020 -3.099 4.494
H -3.141 -1.814 5.001
H -3.218 -0.049 4.478
H -3.626 -0.575 6.058
C 2.237 4.450 -0.985
O 2.299 4.389 0.485
P 1.562 5.517 1.380
O 1.447 6.916 0.860
O 2.246 5.408 2.824
C 1.653 6.210 3.890
O 0.135 4.884 1.607
C -0.066 3.649 2.262
H 3.158 4.094 -1.447
H 2.045 5.471 -1.315
H 1.447 3.806 -1.373
H 1.243 5.563 4.665
H 0.862 6.890 3.572
H 2.489 6.730 4.359
H 0.759 3.300 2.883
H -0.414 2.965 1.488
H -0.884 3.640 2.982
C -2.409 -1.456 -7.394
O -3.454 -1.604 -6.493
P -3.329 -1.067 -4.935
O -2.023 -1.399 -4.263
O -4.677 -1.688 -4.269
C -4.932 -1.458 -2.945
O -3.657 0.479 -5.014
C -4.848 1.070 -5.591
H -2.615 -1.463 -8.464
H -1.680 -2.229 -7.151
H -1.860 -0.536 -7.191
H -4.171 -0.853 -2.452
H -4.978 -2.477 -2.560
H -5.943 -1.064 -2.840
H -5.167 0.535 -6.485
H -4.669 2.065 -5.997
H -5.705 0.990 -4.921
C 0.870 2.136 -3.728
O 0.660 3.241 -4.519
P -0.609 4.190 -4.261
O -0.786 4.857 -2.943
O -0.526 5.295 -5.436
C -1.601 6.184 -5.648
O -1.791 3.254 -4.784
C -1.622 2.700 -6.046
H 0.348 2.163 -2.772
H 1.935 2.078 -3.508
H 0.377 1.341 -4.288
H -2.489 5.869 -5.100
H -1.764 6.071 -6.720
H -1.321 7.228 -5.503
H -1.730 1.616 -6.083
H -0.726 2.965 -6.607
H -2.465 3.070 -6.628
C -0.182 -5.040 1.040
O -1.101 -4.909 -0.019
P -2.723 -4.837 0.238
O -3.115 -3.442 0.652
O -3.351 -5.283 -1.142
C -4.787 -5.203 -1.354
O -3.002 -6.035 1.227
C -3.265 -5.741 2.568
H -0.583 -5.625 1.867
H 0.114 -4.051 1.388
H 0.724 -5.623 0.877
H -5.318 -6.062 -0.944
H -4.887 -5.154 -2.438
H -5.287 -4.294 -1.019
H -4.337 -5.607 2.710
H -2.686 -4.925 3.000
H -3.001 -6.644 3.119
*
```

## Properties
Total energy (a.u.): -6820.6193
HOMO-LUMO gap (alpha / beta) (eV): 1.1 / 9.8
Expectation value of S²: 0.751


Entry from the Open Molecules 2025 dataset: an isolated ion of composition C5H9N2O and charge +1 (ωB97M-V/def2-TZVPD).

Geometry as ORCA input:
```
! wB97M-V def2-TZVPD RIJCOSX def2/J DEFGRID3
* xyz 1 1
C 1.928 0.759 -0.291
C 0.401 -0.658 0.362
C -0.149 0.722 0.340
C -0.131 -1.461 -0.976
C -1.592 0.901 0.621
N 1.816 -0.461 -0.033
N 0.688 1.536 -0.148
O 0.112 -1.305 1.498
H 2.818 1.314 -0.635
H 0.238 -1.017 -1.822
H -1.207 -1.329 -0.795
H 0.230 -2.420 -0.700
H -2.147 1.094 -0.351
H -1.810 1.870 0.938
H -1.981 0.155 1.239
H 0.635 2.550 -0.516
H 0.153 -2.249 1.269
*
```

## Properties
Structure (SMILES): CC1=[NH+]C=N[C@@]1(C)O
Total energy (a.u.): -380.3655
HOMO-LUMO gap (eV): 10.3


Entry from the Open Molecules 2025 dataset: a 2-piece molecular cluster, C3H3N2O overall (ωB97M-V/def2-TZVPD).

Geometry as ORCA input:
```
! wB97M-V def2-TZVPD RIJCOSX def2/J DEFGRID3
* xyz 1 1
C -0.345 -0.296 0.090
C 1.823 -0.062 -0.013
C 0.523 0.692 0.370
N 0.861 -0.756 -0.563
N -1.599 -0.749 0.226
O 2.961 0.058 0.248
H -0.117 2.890 -1.073
H -2.221 -0.061 0.606
H -1.886 -1.716 0.110
*
```

## Properties
Total energy (a.u.): -300.2896
HOMO-LUMO gap (alpha / beta) (eV): 7.4 / 9.0


Entry from the Open Molecules 2025 dataset: a 3-piece molecular cluster, C2H4O4S2 overall (ωB97M-V/def2-TZVPD).

Geometry as ORCA input:
```
! wB97M-V def2-TZVPD RIJCOSX def2/J DEFGRID3
* xyz 0 1
C -0.094 2.455 0.378
C 1.496 0.424 -0.605
O 0.161 1.831 1.306
O 0.435 -0.353 -0.434
O 1.634 1.210 -1.484
O -0.349 3.083 -0.538
S 2.762 0.121 0.626
S -2.792 0.471 -0.082
H 0.465 -0.876 0.382
H -1.947 0.203 -1.066
H 3.626 1.022 0.174
H -2.739 -0.773 0.378
*
```

## Properties
Structure (SMILES): O=C(O)S.O=C=O.S
Total energy (a.u.): -1175.9764
HOMO-LUMO gap (eV): 10.1


Entry from the Open Molecules 2025 dataset: a 10-piece molecular cluster, C24H45Br19N3OP overall (ωB97M-V/def2-TZVPD).

Geometry as ORCA input:
```
! wB97M-V def2-TZVPD RIJCOSX def2/J DEFGRID3
* xyz 0 1
C 1.086 -5.477 3.032
N 2.513 -5.719 2.762
C 3.084 -5.020 1.636
C 2.672 -5.536 0.209
C 1.453 -4.797 -0.210
N 0.588 -4.067 -0.347
C 2.327 -7.045 0.164
C 3.430 -7.910 0.631
N 4.369 -8.457 0.980
P 4.069 -4.981 -0.972
O 4.687 -6.437 -1.356
Br 3.029 -4.366 -2.882
H 0.655 -4.718 2.378
H 0.515 -6.412 3.006
H 0.982 -5.099 4.059
H 2.742 -6.702 2.759
H 4.178 -5.116 1.714
H 2.879 -3.946 1.720
H 1.410 -7.253 0.731
H 2.109 -7.313 -0.879
H 5.321 -6.340 -2.084
Br -2.649 0.721 0.960
C -1.532 1.233 -0.552
C -0.267 0.420 -0.600
Br 1.004 1.033 0.739
H -1.349 2.299 -0.460
H -2.141 1.047 -1.433
H 0.233 0.548 -1.558
H -0.437 -0.637 -0.421
Br -0.152 -6.339 -2.216
C -0.206 -8.180 -2.851
C -1.119 -8.329 -4.034
Br -2.990 -8.295 -3.513
H -0.505 -8.795 -2.007
H 0.817 -8.424 -3.134
H -0.971 -9.293 -4.516
H -0.986 -7.538 -4.764
Br -0.163 0.423 5.269
C -0.301 2.328 5.632
C -0.278 3.137 4.364
Br 1.514 3.265 3.620
H 0.514 2.580 6.303
H -1.250 2.458 6.146
H -0.579 4.164 4.564
H -0.908 2.721 3.584
Br -2.478 -4.994 -6.190
C -3.514 -4.716 -4.567
C -4.367 -3.482 -4.678
Br -3.335 -1.841 -4.498
H -2.805 -4.678 -3.746
H -4.139 -5.600 -4.462
H -5.103 -3.454 -3.877
H -4.872 -3.416 -5.636
Br 1.167 7.781 5.985
C 2.208 7.232 4.438
C 1.907 8.093 3.242
Br 0.196 7.626 2.445
H 1.989 6.183 4.271
H 3.249 7.347 4.734
H 2.645 7.929 2.460
H 1.864 9.152 3.481
Br -5.236 1.942 -5.431
C -5.532 1.453 -3.574
C -5.605 2.678 -2.702
Br -3.849 3.456 -2.395
H -4.731 0.776 -3.295
H -6.479 0.918 -3.555
H -5.988 2.425 -1.716
H -6.216 3.462 -3.137
Br 1.024 -6.292 -6.266
C 2.630 -7.169 -5.608
C 3.196 -8.130 -6.617
Br 2.155 -9.772 -6.695
H 2.363 -7.656 -4.676
H 3.333 -6.364 -5.404
H 4.200 -8.436 -6.331
H 3.214 -7.719 -7.621
Br 4.165 10.324 5.693
C 3.244 11.903 6.351
C 1.800 11.907 5.924
Br 1.610 12.381 4.047
H 3.795 12.763 5.986
H 3.320 11.855 7.435
H 1.242 12.662 6.474
H 1.326 10.938 6.052
Br -1.598 11.198 2.393
C -2.775 9.828 1.679
C -2.974 9.975 0.195
Br -4.191 11.432 -0.233
H -3.705 9.893 2.235
H -2.283 8.885 1.903
H -3.439 9.082 -0.216
H -2.047 10.177 -0.331
*
```

## Properties
Structure (SMILES): CNC[C@](C#N)(CC#N)P(O)Br.BrCCBr.BrCCBr.BrCCBr.BrCCBr.BrCCBr.BrCCBr.BrCCBr.BrCCBr.BrCCBr
Total energy (a.u.): -50428.6346
HOMO-LUMO gap (eV): 9.1


Entry from the Open Molecules 2025 dataset: one molecule with the formula C4H7NO3 (ωB97M-V/def2-TZVPD).

Geometry as ORCA input:
```
! wB97M-V def2-TZVPD RIJCOSX def2/J DEFGRID3
* xyz 0 1
O -1.781 0.013 1.165
C -0.873 0.409 0.365
N -0.870 1.759 0.020
C 0.102 2.429 -0.738
O -0.033 3.622 -0.802
C 0.129 -0.523 -0.115
C 0.042 -1.986 0.254
O 1.367 -2.552 0.084
H -1.447 2.372 0.492
H 0.869 1.968 -1.273
H 1.273 -0.275 -0.134
H 0.055 -0.426 -1.274
H -0.228 -1.941 1.425
H -0.471 -2.583 -0.378
H 1.868 -2.285 0.908
*
```

## Properties
Structure (SMILES): O=CNC(=O)CCO
Total energy (a.u.): -437.0541
HOMO-LUMO gap (eV): 10.8


Entry from the Open Molecules 2025 dataset: CBr2N2O as an isolated structure (ωB97M-V/def2-TZVPD).

Geometry as ORCA input:
```
! wB97M-V def2-TZVPD RIJCOSX def2/J DEFGRID3
* xyz 0 1
C 1.026 0.758 -0.465
N -0.153 0.455 -0.183
N -0.393 -0.806 0.404
O -1.540 -1.013 0.644
Br 1.428 2.387 -1.241
Br 2.554 -0.370 -0.140
*
```

## Properties
Total energy (a.u.): -5370.7713
HOMO-LUMO gap (eV): 8.6


One value per record, in order, for maximum force: 0.5; 4.9; 5.3; 5.4; 1.9; 1.9; 5.8; 1.7 eV/Å.